1.
Entry from OMol25: a molecular structure, CH6O3Si in a non-equilibrium geometry (the ωB97M-V functional and the def2-TZVPD basis).

Calculated values
Strongest force on any atom (eV Å⁻¹): 5.3
ΔE to the lowest compared entry with this formula, charge and spin (kcal per mole): 201.4

Structure (XYZ):
```
11
CH6O3Si the ωB97M-V functional and the def2-TZVPD basis
C 1.646 -0.799 0.093
O -2.212 0.193 -1.133
O -1.008 -0.162 1.116
O -1.035 0.977 -1.423
Si 0.430 0.341 0.946
H 2.135 -0.144 -0.736
H 2.518 -1.220 0.599
H 0.994 -1.423 -0.341
H -2.791 0.908 -0.871
H -1.660 -0.026 0.064
H 0.983 1.356 1.684
```

Listed below, in e, are the natural (NBO) charges computed for each atom:
1 C -1.16
2 O -0.49
3 O -1.19
4 O -0.63
5 Si 1.93
6 H 0.27
7 H 0.26
8 H 0.25
9 H 0.48
10 H 0.54
11 H -0.25

---

2.
Entry from OMol25: a molecular structure, C33H87F6N8O13S2Sr in a non-equilibrium geometry (the ωB97M-V functional and the def2-TZVPD basis).

Calculated values
Strongest force on any atom (eV Å⁻¹): 6.7
Total charge: +1

Structure (XYZ):
```
150
C33H87F6N8O13S2Sr the ωB97M-V functional and the def2-TZVPD basis
Sr -4.963 -2.632 -3.163
C -0.691 2.277 -1.665
F 0.207 2.372 -2.630
F -0.361 3.148 -0.743
F -1.970 2.403 -2.175
S -0.584 0.508 -0.891
O 0.557 0.577 0.001
O -1.890 0.350 -0.207
N -0.691 -0.548 -2.287
S 0.745 -1.045 -2.386
O 1.795 -0.032 -2.608
O 1.088 -2.123 -1.486
C 0.625 -1.894 -4.054
F 0.274 -1.008 -4.962
F 1.743 -2.505 -4.435
F -0.314 -2.779 -3.947
C 6.465 -1.337 1.311
O 7.677 -1.509 1.898
H 5.723 -0.841 1.938
H 6.665 -0.747 0.417
H 6.038 -2.316 1.092
H 7.526 -2.139 2.607
C -8.139 -1.294 7.655
C -6.976 -0.446 7.173
O -6.948 -0.520 5.777
H -8.984 -0.614 7.761
H -7.956 -1.748 8.630
H -8.436 -2.160 7.064
H -5.994 -0.854 7.413
H -6.861 0.608 7.428
H -6.167 -0.007 5.558
C 4.831 -6.797 3.966
C 4.184 -5.916 5.001
C 3.050 -6.559 5.845
O 2.494 -5.728 6.899
C 1.516 -6.357 7.619
N 5.237 -5.482 6.011
H 5.627 -6.240 3.471
H 4.143 -7.078 3.169
H 5.228 -7.668 4.488
H 3.726 -5.012 4.599
H 3.435 -7.452 6.339
H 2.171 -6.884 5.289
H 1.256 -5.696 8.446
H 1.922 -7.286 8.019
H 0.585 -6.441 7.057
H 5.355 -6.334 6.541
H 4.716 -4.812 6.558
C -9.511 6.089 2.583
C -8.176 5.312 2.622
C -7.539 5.444 4.037
O -6.299 4.799 4.025
C -5.284 5.671 4.527
N -8.413 3.925 2.241
H -9.986 5.941 1.613
H -9.443 7.166 2.735
H -10.216 5.685 3.309
H -7.483 5.668 1.859
H -8.202 4.920 4.725
H -7.504 6.508 4.272
H -5.486 5.882 5.577
H -5.240 6.519 3.843
H -4.423 5.002 4.532
H -7.559 3.398 2.361
H -9.116 3.566 2.870
C -4.525 -6.674 2.472
C -4.153 -6.126 1.074
C -4.086 -7.183 -0.013
O -4.017 -6.694 -1.277
C -3.747 -7.753 -2.184
N -5.282 -5.202 0.815
H -5.495 -7.162 2.565
H -4.382 -5.847 3.168
H -3.740 -7.345 2.822
H -3.247 -5.521 1.098
H -4.995 -7.763 0.146
H -3.234 -7.854 0.100
H -2.790 -8.261 -2.063
H -3.842 -7.368 -3.200
H -4.551 -8.488 -2.202
H -5.406 -4.753 1.711
H -6.166 -5.650 0.621
C 2.696 2.086 7.715
C 4.206 2.581 7.573
C 4.374 3.564 6.383
O 3.631 4.805 6.449
C 3.808 5.624 5.260
N 4.580 3.173 8.914
H 1.995 2.920 7.707
H 2.440 1.392 8.516
H 2.244 1.684 6.808
H 4.979 1.828 7.425
H 4.223 3.003 5.461
H 5.409 3.903 6.408
H 3.564 5.141 4.313
H 4.884 5.790 5.206
H 3.330 6.600 5.334
H 5.272 3.896 8.776
H 3.774 3.688 9.238
C 2.794 5.149 -8.605
C 3.426 4.479 -9.818
C 2.981 2.979 -9.979
O 3.675 2.415 -10.990
C 3.634 1.012 -11.050
N 3.210 5.195 -11.040
H 1.751 5.323 -8.869
H 3.258 6.109 -8.377
H 2.876 4.489 -7.742
H 4.509 4.582 -9.764
H 1.894 2.907 -10.032
H 3.044 2.455 -9.025
H 2.709 0.499 -10.786
H 4.292 0.641 -10.265
H 3.979 0.715 -12.040
H 3.174 4.480 -11.752
H 2.359 5.738 -11.015
C -10.105 1.245 -5.304
C -8.625 0.689 -5.143
C -7.645 1.656 -5.751
O -6.351 1.073 -5.638
C -5.425 1.815 -6.488
N -8.534 0.371 -3.692
H -10.196 1.980 -6.103
H -10.512 1.801 -4.459
H -10.754 0.417 -5.589
H -8.705 -0.256 -5.680
H -7.642 2.684 -5.391
H -7.809 1.718 -6.827
H -5.482 1.729 -7.573
H -4.376 1.563 -6.336
H -5.509 2.896 -6.374
H -8.518 1.208 -3.127
H -9.395 -0.057 -3.383
C 13.325 -0.536 -2.372
C 12.189 0.496 -2.484
C 10.965 0.190 -3.401
O 10.220 1.363 -3.686
C 9.224 1.247 -4.655
N 11.713 0.866 -1.207
H 14.093 -0.283 -1.642
H 13.834 -0.672 -3.327
H 12.858 -1.481 -2.093
H 12.595 1.384 -2.968
H 10.358 -0.598 -2.954
H 11.313 -0.096 -4.393
H 8.675 2.183 -4.752
H 8.369 0.614 -4.419
H 9.554 0.895 -5.633
H 11.093 1.617 -1.475
H 11.093 0.178 -0.804
```

Löwdin atomic charge list, values in e, 99 entries:
1 Sr 1.83
2 C -0.63
3 F 0.14
4 F 0.17
5 F 0.08
6 S 0.70
7 O -0.28
8 O -0.38
9 N -0.32
10 S 0.50
11 O -0.31
12 O -0.30
13 C -0.75
14 F 0.14
15 F 0.16
16 F 0.12
17 C -0.22
18 O -0.10
19 H 0.08
20 H 0.09
21 H 0.08
22 H 0.08
23 C -0.07
24 C -0.34
25 O -0.10
26 H 0.07
27 H 0.07
28 H 0.08
29 H 0.10
30 H 0.11
31 H 0.08
32 C -0.07
33 C -0.41
34 C -0.19
35 O -0.21
36 C -0.15
37 N 0.04
38 H 0.08
39 H 0.08
40 H 0.08
41 H 0.13
42 H 0.11
43 H 0.12
44 H 0.09
45 H 0.09
46 H 0.09
47 H 0.06
48 H 0.06
49 C -0.07
50 C -0.43
51 C -0.23
52 O -0.21
53 C -0.08
54 N 0.03
55 H 0.07
56 H 0.07
57 H 0.07
58 H 0.13
59 H 0.13
60 H 0.12
61 H 0.09
62 H 0.09
63 H 0.09
64 H 0.06
65 H 0.06
66 C -0.06
67 C -0.39
68 C -0.27
69 O -0.19
70 C -0.10
71 N 0.01
72 H 0.09
73 H 0.08
74 H 0.08
75 H 0.14
76 H 0.13
77 H 0.14
78 H 0.10
79 H 0.08
80 H 0.09
81 H 0.06
82 H 0.07
83 C -0.06
84 C -0.35
85 C -0.21
86 O -0.20
87 C -0.09
88 N 0.02
89 H 0.07
90 H 0.07
91 H 0.06
92 H 0.12
93 H 0.12
94 H 0.11
95 H 0.08
96 H 0.08
97 H 0.08
98 H 0.06
99 H 0.05

---

3.
Entry from OMol25: C8H11NO in the gas phase in a non-equilibrium geometry (the ωB97M-V functional and the def2-TZVPD basis).

Calculated values
Strongest force on any atom (eV Å⁻¹): 6.5
SMILES: C[C@H]1C[C@]1(C)C#CC(N)=O
ΔE to the lowest compared entry with this formula, charge and spin (kcal per mole): 120.5

Structure (XYZ):
```
21
C8H11NO the ωB97M-V functional and the def2-TZVPD basis
C 1.379 0.701 2.439
C 1.204 0.053 1.088
C 0.975 -1.415 0.931
C -0.158 -0.449 0.612
C -1.374 -0.387 1.520
C -0.445 -0.239 -0.786
C -0.697 -0.061 -1.960
C -0.971 0.092 -3.375
N -0.319 1.059 -4.031
O -2.195 0.229 -3.731
H 0.913 0.116 3.243
H 2.449 0.790 2.672
H 0.945 1.711 2.452
H 1.799 0.513 0.296
H 1.452 -1.938 0.101
H 0.842 -2.011 1.836
H -1.130 -0.733 2.530
H -1.757 0.641 1.590
H -2.174 -1.030 1.129
H 0.691 1.000 -3.980
H -1.430 1.357 -4.578
```

Listed below, in e, are the natural (NBO) charges computed for each atom:
1 C -0.61
2 C -0.19
3 C -0.39
4 C -0.15
5 C -0.59
6 C 0.10
7 C -0.12
8 C 0.56
9 N -0.82
10 O -0.63
11 H 0.21
12 H 0.22
13 H 0.22
14 H 0.22
15 H 0.23
16 H 0.22
17 H 0.21
18 H 0.22
19 H 0.23
20 H 0.39
21 H 0.48

---

4.
Entry from OMol25: 6 unconnected molecules or ions with the total composition C6H24N12O6 in a non-equilibrium geometry (the ωB97M-V functional and the def2-TZVPD basis).

Calculated values
Strongest force on any atom (eV Å⁻¹): 2.8
SMILES: NC(N)=O.NC(N)=O.NC(N)=O.NC(N)=O.NC(N)=O.NC(N)=O
ΔE to the lowest compared entry with this formula, charge and spin (kcal per mole): 27.8

Structure (XYZ):
```
48
C6H24N12O6 the ωB97M-V functional and the def2-TZVPD basis
N 0.626 0.044 1.763
C -0.177 -0.485 0.825
N -1.090 0.389 0.343
O -0.131 -1.692 0.529
H 0.609 1.045 1.862
H 1.308 -0.595 2.132
H -1.245 1.182 0.947
H -1.764 0.026 -0.307
N -2.273 -2.466 -2.200
C -1.362 -3.259 -2.890
N -0.985 -2.686 -4.075
O -0.927 -4.336 -2.529
H -2.209 -2.543 -1.191
H -2.308 -1.490 -2.459
H -0.440 -3.317 -4.643
H -1.294 -1.800 -4.417
N 4.612 -1.621 3.692
C 4.413 -0.835 2.609
N 4.936 0.417 2.613
O 3.858 -1.270 1.590
H 5.067 -1.171 4.468
H 4.184 -2.520 3.777
H 4.752 0.968 1.796
H 5.490 0.750 3.379
N 3.910 -1.711 -1.352
C 2.985 -2.163 -2.260
N 1.696 -2.051 -1.866
O 3.283 -2.576 -3.387
H 3.630 -1.551 -0.396
H 4.892 -1.752 -1.536
H 1.024 -1.972 -2.607
H 1.509 -1.739 -0.928
N -4.775 0.774 -1.854
C -3.519 1.248 -1.878
N -3.353 2.538 -1.449
O -2.512 0.586 -2.179
H -5.480 1.455 -1.647
H -5.037 -0.151 -2.137
H -2.401 2.860 -1.444
H -4.168 3.112 -1.561
N -2.801 3.143 2.256
C -1.506 3.521 2.416
N -1.348 4.749 3.007
O -0.553 2.796 2.124
H -3.055 2.313 1.756
H -3.473 3.622 2.823
H -0.404 5.002 3.230
H -2.197 5.211 3.256
```

Listed below, in e, are the natural (NBO) charges computed for each atom:
1 N -0.85
2 C 0.77
3 N -0.87
4 O -0.71
5 H 0.41
6 H 0.42
7 H 0.39
8 H 0.41
9 N -0.88
10 C 0.78
11 N -0.87
12 O -0.63
13 H 0.40
14 H 0.39
15 H 0.41
16 H 0.39
17 N -0.83
18 C 0.77
19 N -0.84
20 O -0.70
21 H 0.38
22 H 0.42
23 H 0.42
24 H 0.39
25 N -0.86
26 C 0.77
27 N -0.84
28 O -0.70
29 H 0.41
30 H 0.39
31 H 0.41
32 H 0.41
33 N -0.82
34 C 0.77
35 N -0.85
36 O -0.70
37 H 0.38
38 H 0.43
39 H 0.43
40 H 0.38
41 N -0.84
42 C 0.78
43 N -0.84
44 O -0.70
45 H 0.42
46 H 0.39
47 H 0.42
48 H 0.39

---

5.
Entry from OMol25: a molecular structure, C8H6N2O2 in a non-equilibrium geometry (the ωB97M-V functional and the def2-TZVPD basis).

Calculated values
Strongest force on any atom (eV Å⁻¹): 7.7
ΔE to the lowest compared entry with this formula, charge and spin (kcal per mole): 114.0

Structure (XYZ):
```
18
C8H6N2O2 the ωB97M-V functional and the def2-TZVPD basis
C -0.025 -0.301 1.500
C 1.030 -0.292 2.459
C 2.342 -0.353 1.969
C 2.573 -0.324 0.649
C 1.554 -0.034 -0.198
C 0.349 -0.098 0.181
C -0.524 0.101 -0.929
C -2.227 0.706 -1.971
H -1.396 -0.080 2.885
H 1.064 -0.131 3.575
H 3.147 -0.386 2.628
H 3.518 -0.327 0.178
H 1.806 0.115 -1.261
H -3.119 1.273 -2.213
N -0.113 0.175 -2.225
N -1.208 0.503 -2.867
O -1.346 -0.584 1.750
O -1.930 0.379 -0.763
```

Listed below, in e, are the natural (NBO) charges computed for each atom:
1 C 0.33
2 C -0.30
3 C -0.18
4 C -0.23
5 C -0.14
6 C -0.22
7 C 0.44
8 C 0.28
9 H 0.48
10 H 0.23
11 H 0.21
12 H 0.21
13 H 0.25
14 H 0.20
15 N -0.26
16 N -0.30
17 O -0.63
18 O -0.38

---

no.,HOMO (eV)
1,-8.7
2,-9.6
3,-9.2
4,-8.2
5,-8.5